{"formula": "C5H11NOS", "method": "wB97M-V/def2-TZVPD", "e_homo_ev": -8.63, "energy_ev": -19732.33315, "symbols": ["C", "C", "C", "C", "C", "N", "O", "S", "H", "H", "H", "H", "H", "H", "H", "H", "H", "H", "H"], "coordinates": [[-0.82600, -0.61316, -0.35424], [-0.34501, 0.35936, 0.84240], [1.10567, 0.66584, 0.51110], [-0.46344, -0.32623, 2.22170], [-0.57541, 0.49372, -2.55406], [-1.44140, 0.17149, -1.39569], [-1.02982, 1.52075, 0.92171], [-2.38908, 1.35477, -0.80754], [-0.08081, -1.18227, -0.74488], [-1.65827, -1.41949, -0.03155], [1.57887, -0.27102, 0.12227], [1.79572, 0.85375, 1.36946], [1.14653, 1.46625, -0.05348], [0.25481, 0.10307, 2.77582], [-0.25992, -1.50267, 2.19930], [-1.37806, -0.25985, 2.70777], [-0.40727, 1.62898, -2.76684], [0.43465, 0.26946, -2.21806], [-0.82995, -0.04082, -3.36414]]}

{"formula": "C47H57FeN2O3", "method": "wB97M-V/def2-TZVPD", "s_squared": 6.13, "e_homo_ev": [-7.65, -9.71], "total_charge": 1, "spin_multiplicity": 5, "energy_ev": -93151.26510, "symbols": ["O", "C", "Fe", "C", "O", "C", "O", "C", "C", "C", "C", "C", "C", "H", "H", "H", "H", "H", "H", "H", "C", "C", "C", "C", "C", "C", "C", "C", "C", "C", "C", "C", "C", "C", "N", "C", "C", "C", "C", "C", "C", "C", "C", "N", "C", "C", "C", "C", "C", "C", "C", "C", "C", "C", "C", "C", "C", "C", "C", "C", "H", "H", "H", "H", "H", "H", "H", "H", "H", "H", "H", "H", "H", "H", "H", "H", "H", "H", "H", "H", "H", "H", "H", "H", "H", "H", "H", "H", "H", "H", "H", "H", "H", "H", "H", "H", "H", "H", "H", "H", "H", "H", "H", "H", "H", "H", "H", "H", "H", "H"], "coordinates": [[2.04074, 3.04544, -0.72178], [1.04736, 2.44732, -0.64596], [-0.52868, 1.61327, -0.53141], [-1.08560, 2.68348, 0.76636], [-1.46472, 3.35853, 1.61412], [-1.23711, 2.64750, -1.79198], [-1.70835, 3.28557, -2.60602], [0.18516, 0.03763, 0.63745], [0.92651, -0.30483, -0.58383], [0.04001, 0.01507, -1.71992], [-1.34903, -0.00601, -1.64546], [-2.00428, 0.02759, -0.41765], [-1.20790, 0.03856, 0.72541], [0.75878, 0.05243, 1.56692], [1.88566, 0.27152, -0.65197], [1.27660, -1.35381, -0.59232], [0.50836, 0.01486, -2.70702], [-1.94295, 0.04534, -2.56055], [-3.09179, 0.13628, -0.35067], [-1.68847, 0.10273, 1.70428], [3.79751, -4.00139, 2.98148], [5.13679, -3.82643, 3.71535], [5.96020, -5.13599, 3.74696], [5.92567, -2.81581, 2.85670], [5.07316, -3.26090, 5.15299], [6.21448, -3.35465, 5.96671], [6.25864, -2.81908, 7.24021], [5.13728, -2.18515, 7.74397], [3.98293, -2.05131, 6.97132], [2.84615, -1.31652, 7.73060], [1.55030, -1.68548, 7.24246], [2.82791, 0.16567, 7.49399], [2.75947, -1.69237, 9.23245], [4.00057, -2.49476, 5.61129], [2.81729, -2.54552, 4.71632], [1.98844, -3.73476, 5.00125], [2.81277, -5.85994, 4.60656], [1.91650, -6.85861, 4.08611], [1.07682, -6.75471, 2.96093], [0.20198, -7.80752, 2.68441], [0.18804, -8.94188, 3.50662], [1.08115, -9.07938, 4.57878], [1.96536, -8.04908, 4.83986], [0.75211, -3.58058, 4.51894], [-0.31165, -4.57504, 4.67270], [-0.17068, -5.35161, 5.82296], [0.92901, -5.08167, 6.85763], [1.28258, -6.32515, 7.70197], [0.39103, -4.10963, 7.88373], [2.20923, -4.66909, 6.11943], [-1.14197, -6.28894, 6.14146], [-2.19253, -6.53387, 5.28191], [-2.30352, -5.80344, 4.11143], [-1.36964, -4.81712, 3.75957], [-1.63113, -4.16415, 2.36373], [-1.73818, -5.22104, 1.26118], [-0.52589, -3.22534, 1.95668], [-2.96113, -3.40073, 2.42779], [0.57243, -2.19754, 4.25549], [1.82547, -1.56154, 4.53401], [3.46998, -3.01626, 2.62109], [4.00946, -4.66135, 2.12365], [3.00595, -4.40790, 3.60214], [7.04265, -4.93809, 3.82443], [5.71662, -5.78811, 4.59845], [5.80212, -5.70854, 2.82203], [6.96417, -2.66759, 3.20258], [5.93948, -3.17311, 1.81673], [5.41196, -1.84429, 2.87730], [7.11710, -3.84254, 5.60805], [7.15013, -2.90937, 7.86229], [5.19655, -1.77174, 8.74942], [1.79339, -2.76845, 7.12627], [0.74628, -1.32087, 7.87957], [1.28960, -1.41255, 6.25466], [3.65649, 0.57883, 8.06910], [2.94373, 0.34370, 6.41527], [1.85496, 0.57856, 7.81981], [3.51910, -1.11560, 9.77480], [1.75657, -1.44935, 9.64948], [2.91424, -2.77601, 9.40028], [3.88605, -5.93009, 4.36010], [1.12911, -5.86994, 2.31150], [-0.48262, -7.74606, 1.83084], [-0.51430, -9.74496, 3.30796], [1.11490, -9.96629, 5.22305], [2.71666, -8.10974, 5.64711], [1.40794, -7.24152, 7.08692], [2.21484, -6.13060, 8.27353], [0.46941, -6.45743, 8.44441], [0.14048, -3.21329, 7.42929], [-0.64507, -4.30616, 8.19401], [1.08536, -4.03010, 8.71973], [1.92203, -3.36903, 6.11554], [3.10092, -4.51793, 6.76607], [2.82020, -6.07854, 5.72286], [-1.04106, -6.83510, 7.06876], [-2.90314, -7.30651, 5.55546], [-3.14533, -6.03312, 3.45898], [-2.50279, -5.97553, 1.47611], [-2.00073, -4.73742, 0.30649], [-0.78047, -5.73841, 1.11951], [-0.53016, -2.32987, 2.59711], [0.46297, -3.69829, 2.01338], [-0.67209, -2.86435, 0.92902], [-2.95115, -2.67651, 3.25316], [-3.13950, -2.84841, 1.49309], [-3.80453, -4.08437, 2.58617], [-0.43080, -1.71113, 4.48941], [2.05768, -0.50565, 4.33411]]}

{"formula": "C27H57Cl18N2O3P", "method": "wB97M-V/def2-TZVPD", "e_homo_ev": -8.56, "energy_ev": -272737.60201, "smiles": "CCN[PH2](CCCO)N(C(C)=O)C(C)=O.ClCCCl.ClCCCl.ClCCCl.ClCCCl.ClCCCl.ClCCCl.ClCCCl.ClCCCl.ClCCCl", "symbols": ["C", "C", "N", "P", "C", "C", "C", "O", "N", "C", "C", "O", "C", "C", "O", "H", "H", "H", "H", "H", "H", "H", "H", "H", "H", "H", "H", "H", "H", "H", "H", "H", "H", "H", "H", "H", "Cl", "C", "C", "Cl", "H", "H", "H", "H", "Cl", "C", "C", "Cl", "H", "H", "H", "H", "Cl", "C", "C", "Cl", "H", "H", "H", "H", "Cl", "C", "C", "Cl", "H", "H", "H", "H", "Cl", "C", "C", "Cl", "H", "H", "H", "H", "Cl", "C", "C", "Cl", "H", "H", "H", "H", "Cl", "C", "C", "Cl", "H", "H", "H", "H", "Cl", "C", "C", "Cl", "H", "H", "H", "H", "Cl", "C", "C", "Cl", "H", "H", "H", "H"], "coordinates": [[-2.93328, 1.52045, 1.55333], [-1.73390, 0.57946, 2.05765], [-2.15530, -0.83205, 2.38002], [-1.93388, -1.89266, 0.92615], [-0.09928, -2.07076, 1.32004], [0.15993, -3.54955, 1.95258], [1.13267, -4.44276, 1.01098], [0.31629, -5.37373, 0.24036], [-1.73628, -2.98501, -0.48922], [-2.92807, -3.78124, -0.77977], [-3.00054, -5.21366, -0.04322], [-3.87733, -3.39852, -1.51865], [-1.18716, -2.32309, -1.67998], [-1.82323, -1.10425, -2.46493], [-0.11925, -2.80813, -2.14522], [-3.96249, 1.13942, 1.85013], [-2.84207, 1.66415, 0.42129], [-2.75732, 2.56602, 2.01266], [-1.36531, 1.03171, 3.05198], [-0.85588, 0.61083, 1.33356], [-3.18258, -0.74830, 2.52170], [-2.55751, -0.85001, 0.16953], [-2.83002, -2.83479, 1.56869], [0.27566, -1.33543, 2.11201], [0.60144, -1.99481, 0.42908], [-0.80416, -4.12625, 2.12962], [0.63797, -3.41780, 2.98737], [1.84753, -5.01085, 1.70420], [1.77269, -3.80272, 0.31719], [0.13464, -4.88631, -0.59828], [-2.45304, -5.99020, -0.66905], [-2.38621, -5.10714, 0.92357], [-4.05613, -5.50123, 0.24699], [-1.52344, -0.15069, -1.88722], [-2.95678, -1.10097, -2.49851], [-1.35040, -0.98341, -3.50233], [-2.24928, 5.12959, 2.78133], [-0.48651, 4.87176, 2.84238], [0.16216, 5.03115, 1.48293], [-0.29476, 3.72458, 0.36703], [-0.30515, 3.88042, 3.26104], [-0.08139, 5.61266, 3.53416], [1.24854, 4.99504, 1.58418], [-0.10341, 5.97828, 1.01970], [5.51518, -7.81365, 1.63631], [4.07936, -8.77818, 2.06230], [2.80212, -7.96783, 1.98405], [2.71502, -6.72536, 3.25783], [4.23264, -9.19025, 3.06058], [4.03463, -9.60787, 1.35435], [1.93916, -8.62183, 2.12123], [2.70045, -7.46937, 1.01844], [2.02061, 1.02132, 0.88073], [3.25287, 1.28007, -0.37929], [4.12044, 2.48828, -0.09181], [3.21045, 4.01151, -0.24077], [2.74094, 1.37331, -1.33807], [3.86926, 0.37949, -0.40864], [4.94006, 2.53606, -0.81140], [4.55065, 2.44706, 0.91021], [-0.23158, -1.14074, 5.34626], [-1.57753, -1.96747, 6.16927], [-1.25586, -3.41606, 6.47431], [-1.15505, -4.40583, 4.99678], [-2.46554, -1.87639, 5.54176], [-1.76014, -1.42551, 7.09919], [-2.04420, -3.85001, 7.09227], [-0.31120, -3.51241, 7.01162], [0.95000, 6.61468, -0.92666], [2.08786, 7.82742, -1.56515], [2.77614, 8.60338, -0.46000], [1.65056, 9.68088, 0.40877], [1.53753, 8.48768, -2.23699], [2.82976, 7.28442, -2.15461], [3.55658, 9.23797, -0.88408], [3.23897, 7.93799, 0.27088], [-1.95210, -2.94940, -6.45054], [-3.43392, -3.20546, -5.49524], [-4.52184, -2.21307, -5.85051], [-4.11491, -0.55749, -5.33319], [-3.16925, -3.14922, -4.43803], [-3.77547, -4.22033, -5.70735], [-5.44974, -2.48395, -5.34350], [-4.71429, -2.19399, -6.92427], [1.10710, 6.93890, -5.22398], [2.48682, 7.55457, -6.16714], [3.79886, 6.94070, -5.72559], [4.27927, 7.48515, -4.09856], [2.50148, 8.64149, -6.07566], [2.29377, 7.30312, -7.21169], [4.59669, 7.23957, -6.40794], [3.74991, 5.85086, -5.71668], [5.79535, 6.35550, 3.19298], [7.03371, 6.64956, 1.94704], [6.55049, 7.60451, 0.87555], [5.27209, 6.88611, -0.13629], [7.32432, 5.68671, 1.52474], [7.90077, 7.07377, 2.45678], [7.37517, 7.86145, 0.20816], [6.16165, 8.52889, 1.30619], [-9.11104, -5.69142, -0.61797], [-7.35575, -5.98642, -0.54487], [-6.69496, -5.84724, -1.90032], [-7.16975, -7.15233, -3.01739], [-7.19689, -6.97909, -0.12111], [-6.94013, -5.25023, 0.14600], [-5.61040, -5.90332, -1.79145], [-6.93996, -4.89398, -2.37044]]}

{"formula": "C32H37F10MgN2OSSb", "method": "wB97M-V/def2-TZVPD", "e_homo_ev": -7.53, "energy_ev": -88806.31972, "symbols": ["Mg", "F", "C", "C", "F", "C", "F", "C", "S", "C", "F", "C", "F", "C", "C", "O", "N", "C", "C", "C", "C", "C", "C", "N", "H", "H", "H", "H", "H", "H", "H", "H", "H", "H", "C", "C", "C", "C", "Sb", "C", "C", "C", "C", "C", "C", "C", "C", "H", "H", "H", "H", "H", "H", "H", "H", "H", "H", "H", "H", "H", "H", "H", "H", "H", "H", "H", "H", "H", "H", "H", "H", "H", "H", "H", "F", "C", "C", "C", "F", "C", "F", "C", "F", "C", "F"], "coordinates": [[0.50050, 1.36730, -0.20902], [1.03815, 2.91413, 6.86131], [0.56756, 2.74778, 5.62357], [1.42765, 2.49756, 4.57266], [2.74752, 2.41592, 4.78855], [0.92228, 2.32641, 3.29839], [1.81960, 2.08310, 2.31786], [-0.43307, 2.38991, 2.99290], [-1.12302, 2.16241, 1.40207], [-1.26942, 2.64071, 4.08433], [-2.58966, 2.71029, 3.90571], [-0.79120, 2.81878, 5.36940], [-1.63625, 3.05347, 6.37483], [3.73544, -0.25893, 1.95494], [3.18744, 0.36093, 0.70601], [2.00605, 0.17259, 0.38170], [4.02218, 1.07614, -0.05283], [3.63557, 1.67942, -1.32412], [3.03360, 3.05301, -1.15358], [3.67323, 4.19134, -1.61116], [3.06230, 5.42368, -1.42840], [1.83638, 5.47557, -0.79141], [1.26143, 4.28955, -0.36421], [1.84558, 3.10362, -0.54277], [2.97850, -0.18970, 2.73271], [4.65710, 0.21104, 2.29223], [3.92277, -1.31600, 1.75771], [4.95838, 1.22224, 0.28482], [2.92062, 1.01646, -1.81529], [4.52285, 1.73357, -1.95204], [4.63101, 4.11168, -2.10793], [3.53965, 6.32809, -1.78194], [1.32114, 6.41166, -0.63153], [0.29319, 4.26964, 0.12469], [1.38023, -3.01425, -1.42610], [0.39754, -3.33085, -0.29581], [-0.24882, -4.69018, -0.54190], [1.18869, -3.37740, 1.01229], [-0.98158, -1.61638, -0.18664], [-2.48431, -2.05490, -1.73171], [-1.75865, -2.38988, -3.03539], [-3.25954, -0.75110, -1.94013], [-3.45388, -3.18352, -1.39477], [-2.04864, -1.94312, 1.71150], [-3.31279, -1.08182, 1.68343], [-2.41838, -3.38878, 2.02573], [-1.13599, -1.39974, 2.81667], [2.13186, -3.81092, -1.48860], [1.89957, -2.07044, -1.24553], [0.89289, -2.93892, -2.39823], [0.52773, -5.46550, -0.54511], [-0.75463, -4.73774, -1.50585], [-0.97128, -4.95151, 0.23141], [2.02682, -4.07703, 0.90298], [0.58278, -3.72338, 1.84973], [1.60108, -2.39823, 1.27087], [-0.99978, -1.64860, -3.29162], [-2.48784, -2.40916, -3.85391], [-1.27907, -3.36857, -3.00542], [-2.60066, 0.05662, -2.26629], [-3.77325, -0.41974, -1.03633], [-4.01715, -0.90116, -2.71831], [-2.94259, -4.12679, -1.19938], [-4.12638, -3.34178, -2.24684], [-4.07743, -2.94978, -0.53204], [-4.04800, -1.44420, 0.96426], [-3.08698, -0.03694, 1.45965], [-3.78395, -1.10845, 2.67314], [-3.04262, -3.84013, 1.25455], [-2.98281, -3.41815, 2.96581], [-1.53775, -4.01772, 2.16066], [-0.87244, -0.35617, 2.63332], [-0.21709, -1.97852, 2.92058], [-1.66535, -1.44569, 3.77604], [1.21004, -0.15800, -3.01967], [0.24522, 0.77737, -3.28858], [-0.21382, 1.57912, -2.27087], [-1.15840, 2.50327, -2.66327], [-1.66508, 3.37392, -1.75480], [-1.64771, 2.61453, -3.95432], [-2.57088, 3.52739, -4.28028], [-1.16244, 1.76076, -4.93046], [-1.61254, 1.84641, -6.18527], [-0.19585, 0.82760, -4.59906], [0.28687, 0.00477, -5.54023]]}

{"formula": "C2H6BrP", "method": "wB97M-V/def2-TZVPD", "e_homo_ev": -9.45, "energy_ev": -81501.19651, "smiles": "C[C@H](P)Br", "symbols": ["C", "C", "P", "Br", "H", "H", "H", "H", "H", "H"], "coordinates": [[0.76718, 0.43685, -0.35508], [-0.21686, 0.78027, 0.72930], [-1.63779, -0.41904, 1.08586], [-1.06561, 2.57583, 0.32168], [1.21436, -0.41812, 0.07805], [1.67849, 1.02501, -0.40691], [0.21414, 0.07073, -1.24735], [0.29662, 0.92911, 1.74729], [-1.03055, -1.07070, 2.09165], [-2.54705, 0.08383, 2.12926]]}

{"formula": "C13H13N2O8S4Y", "method": "wB97M-V/def2-TZVPD", "e_homo_ev": -2.19, "total_charge": -2, "energy_ev": -77446.91465, "symbols": ["Y", "O", "C", "C", "N", "C", "C", "O", "O", "C", "C", "O", "O", "H", "H", "H", "H", "H", "H", "H", "H", "H", "S", "C", "N", "C", "C", "C", "C", "C", "C", "S", "H", "H", "H", "H", "O", "S", "O", "O", "S"], "coordinates": [[0.30227, -0.53011, 0.10171], [-1.50906, -1.67776, 1.67776], [-1.17103, -1.66424, 3.05219], [-0.52157, -0.34636, 3.42945], [0.67519, -0.07333, 2.63326], [1.04353, 1.33914, 2.71942], [1.98780, 1.74953, 1.57300], [2.69148, 2.74008, 1.72512], [1.91163, 1.00696, 0.53218], [1.80529, -0.93413, 3.00505], [1.74322, -2.32144, 2.32994], [2.15186, -3.30011, 2.94481], [1.26516, -2.29023, 1.14645], [-2.26527, -1.06682, 1.52752], [-0.50644, -2.51142, 3.22427], [-2.06625, -1.81028, 3.66795], [-0.28976, -0.33688, 4.50776], [-1.24395, 0.44731, 3.22483], [1.49999, 1.59523, 3.68403], [0.13801, 1.93676, 2.59247], [1.88188, -1.04862, 4.09379], [2.71986, -0.46116, 2.64129], [2.51926, -2.69451, -2.01764], [1.54145, -1.57875, -2.80200], [1.00147, -0.48353, -2.29015], [0.31142, 0.26084, -3.23499], [-0.30888, 1.48489, -2.98840], [-0.99016, 2.11168, -4.01620], [-1.05428, 1.54203, -5.28717], [-0.43345, 0.33038, -5.54672], [0.24849, -0.30248, -4.51874], [1.13446, -1.80211, -4.51543], [-0.28067, 1.91695, -1.99621], [-1.49852, 3.04599, -3.81545], [-1.60006, 2.04262, -6.07830], [-0.48628, -0.11402, -6.53355], [-1.10287, 1.24720, 0.30141], [-2.54359, 0.88314, -0.02128], [-3.19273, 1.96038, -0.73124], [-3.21215, 0.48556, 1.22763], [-2.29679, -0.77842, -1.16986]]}